Density functional theory data (ωB97M-V/def2-TZVPD) for 2 unconnected molecules or ions with the total composition C7H9N3O4S in a non-equilibrium geometry.

Each line ends with the Mulliken charge.
Positions of all 24 atoms, in Å:
C1 0.77128 -2.87410 -0.14862  -0.77
C2 2.16215 -2.89461 0.26973  -0.16
C3 -2.50393 -1.02492 -0.11484  0.67
C4 -2.34812 1.27738 -0.52059  -0.30
C5 -2.24437 1.00546 1.00091  -0.29
C6 -2.19939 -0.03020 -1.12352  -0.53
C7 0.55769 -1.56663 -0.30529  0.09
N1 2.62017 -1.69011 0.45049  -0.79
N2 1.60862 -0.81248 0.08571  0.60
N3 3.24159 1.16047 0.22750  -0.68
O1 -2.94148 -2.15855 -0.08410  -0.61
O2 0.95977 1.49176 -1.10666  -0.55
O3 0.97532 1.26903 1.31633  -0.60
O4 -2.34698 -0.36668 1.13896  -0.36
S1 1.58466 0.96062 0.05329  1.20
H1 0.12426 -3.65928 -0.29974  0.49
H2 2.89696 -3.63790 0.51037  0.44
H3 -3.35779 1.68261 -0.86066  0.31
H4 -1.58703 2.03468 -0.74048  0.26
H5 -1.28614 1.23900 1.61981  0.13
H6 -3.06008 1.38640 1.46612  0.35
H7 -1.98606 -0.38946 -2.07678  0.46
H8 3.75361 0.73000 -0.54971  0.32
H9 3.50613 0.70692 1.08901  0.32

Output
Frontier orbital gap (alpha / beta): 7.34 / 8.98 eV
E_HOMO (alpha / beta): -8.974 / -10.026 eV
ΔE to the lowest compared entry with this formula, charge and spin: 3.120 eV

---

Density functional theory data (ωB97M-V/def2-TZVPD) for C7H9N3S in the gas phase in a non-equilibrium geometry.

Each line ends with the Mulliken charge.
Positions of all 20 atoms, in Å:
C1 3.66904 0.72902 -0.86351  -0.52
C2 2.32136 0.50915 -0.68874  -0.18
C3 3.50170 -0.58658 0.81498  -0.07
C4 -1.09725 -0.07968 0.18160  0.57
C5 -1.39842 -1.42227 -0.48145  -0.50
C6 1.04317 -0.64543 1.06862  -0.24
C7 -2.25343 0.94273 0.11374  -1.17
N1 4.38628 0.08629 0.12094  -0.60
N2 0.06657 0.20932 0.71470  -0.47
N3 2.22369 -0.27726 0.45869  0.25
S1 -0.09152 -2.65183 -0.19997  -0.30
H1 4.19164 1.20907 -1.61038  0.46
H2 1.47106 0.78020 -1.30201  0.31
H3 3.76198 -1.21592 1.56536  0.41
H4 -2.38002 -1.56499 -0.06572  0.36
H5 -1.38480 -1.11849 -1.53665  0.27
H6 1.19092 -1.19656 1.97038  0.36
H7 -3.24722 0.52754 0.22210  0.38
H8 -2.15083 1.41366 -0.86381  0.30
H9 -2.13679 1.46759 1.01979  0.37

Output
Frontier orbital gap: 7.58 eV
E_HOMO: -8.082 eV
ΔE to the lowest compared entry with this formula, charge and spin: 3.259 eV

---

Density functional theory data (ωB97M-V/def2-TZVPD) for a gas-phase ion, C7H9N4O2 (charge +1) in a non-equilibrium geometry.

Each line ends with the Mulliken charge.
Positions of all 22 atoms, in Å:
C1 -0.48296 -2.46317 -0.42012  -1.30
C2 -0.41273 -1.18114 0.41888  0.40
N1 -1.66450 -0.35051 0.25346  -0.21
C3 -1.66451 0.99236 0.08610  0.52
N2 -2.78688 1.75680 0.09561  -0.44
N3 -0.48998 1.61444 0.06149  -0.10
C4 0.70216 0.98401 -0.08902  0.55
N4 1.73097 1.73458 -0.22281  -0.58
C5 2.90068 1.20202 -0.27092  -0.11
C6 3.18655 -0.20626 -0.21232  0.23
O1 4.24342 -0.76832 -0.24705  -0.48
O2 2.03389 -0.91458 0.18546  -0.36
C7 0.80532 -0.41669 0.15259  0.06
H1 -0.90638 -2.24777 -1.40358  0.40
H2 -1.14272 -3.13516 0.09611  0.41
H3 0.46616 -3.08705 -0.51560  0.34
H4 -0.45253 -1.44923 1.49450  0.20
H5 -2.44003 -0.91104 0.51716  0.28
H6 -3.85646 1.48404 0.21028  0.26
H7 -2.83715 2.72749 -0.10869  0.20
H8 -0.59828 2.63563 0.18660  0.30
H9 3.66597 1.99955 -0.26813  0.45

Output
Total charge: +1
SMILES: C[C@@H]1NC(=[NH2+])Nc2ncc(=O)oc21
Frontier orbital gap: 8.00 eV
E_HOMO: -12.158 eV
ΔE to the lowest compared entry with this formula, charge and spin: 1.255 eV

---

Density functional theory data (ωB97M-V/def2-TZVPD) for a gas-phase ion, C7H9N4S (charge +1) in a non-equilibrium geometry.

Each line ends with the Löwdin spin population.
Positions of all 21 atoms, in Å:
C1 -1.94897 1.98768 -0.91969  -0.02
C2 -2.73319 0.97260 -0.41709  0.01
C3 -0.58689 1.71943 -1.08357  0.00
C4 -2.15227 -0.22399 0.06061  0.09
C5 -0.80770 -0.45155 -0.14258  0.75
C6 1.34976 0.14560 -1.08843  0.06
C7 2.97114 -1.24141 1.81257  0.07
N1 -0.04529 0.51771 -0.70097  0.09
N2 2.17604 -0.42487 -0.20117  0.05
N3 1.97505 -0.61206 1.06689  0.51
N4 -2.90481 -1.31437 0.49547  0.00
S1 1.98576 0.62222 -2.51935  0.32
H1 -2.38117 2.88483 -1.25173  0.00
H2 -3.77079 1.19665 -0.57929  0.01
H3 0.18701 2.34830 -1.56797  0.00
H4 3.54081 -0.38025 2.11945  0.04
H5 2.70499 -1.59708 2.82616  0.01
H6 3.69525 -1.89853 1.18904  0.01
H7 2.88969 -0.85554 -0.79692  0.00
H8 -3.81573 -1.27566 0.94434  0.00
H9 -2.32868 -2.11971 0.75420  0.01

Output
Spin multiplicity: 3
Total charge: +1
Frontier orbital gap (alpha / beta): 6.80 / 6.41 eV
E_HOMO (alpha / beta): -11.557 / -12.669 eV
ΔE to the lowest compared entry with this formula, charge and spin: 1.083 eV

---

Density functional theory data (ωB97M-V/def2-TZVPD) for a gas-phase ion, C7H9N5 (charge +2) in a non-equilibrium geometry.

Each line ends with the Mulliken charge.
Positions of all 21 atoms, in Å:
N1 2.20844 1.02447 -0.49790  -0.32
C1 1.90220 -0.17334 -0.04289  0.80
N2 2.78787 -0.93787 0.56450  -0.35
N3 0.63204 -0.65955 -0.21875  0.00
N4 0.30787 -2.29016 -0.22744  -0.04
N5 -0.91135 -2.40183 -0.19746  -0.33
C2 -1.57108 -1.27039 -0.09119  0.25
C3 -2.95448 -1.07047 0.06182  -0.65
C4 -3.40858 0.22209 0.12355  -0.59
C5 -2.50642 1.29896 0.05012  -0.61
C6 -1.13008 1.13272 -0.04641  -0.52
C7 -0.62241 -0.15330 -0.13298  1.35
H1 1.57512 1.56626 -1.07290  0.25
H2 3.13088 1.42020 -0.34681  0.25
H3 2.53394 -1.80125 1.02730  0.25
H4 3.75151 -0.64321 0.68167  0.24
H5 0.96848 -2.96374 -0.60576  0.30
H6 -3.60464 -1.93004 0.12994  0.47
H7 -4.46380 0.42432 0.22851  0.43
H8 -2.90149 2.30688 0.06502  0.43
H9 -0.48799 2.00059 -0.05890  0.37

Output
Total charge: +2
SMILES: NC(=[NH2+])[n+]1[nH]nc2ccccc21
Frontier orbital gap: 7.92 eV
E_HOMO: -17.472 eV
ΔE to the lowest compared entry with this formula, charge and spin: 0.000 eV

---

Density functional theory data (ωB97M-V/def2-TZVPD) for a molecular structure, C7H9NO in a non-equilibrium geometry.

Each line ends with the Mulliken charge.
Positions of all 18 atoms, in Å:
C1 -0.50876 1.46463 -0.08967  -0.63
C2 -1.54666 0.29412 -0.19020  0.01
C3 -0.84237 -1.61819 0.22122  -0.50
C4 1.03255 -0.98245 0.60567  -0.35
C5 0.72365 0.02635 -0.89688  -0.83
C6 0.83811 0.90122 0.26999  -0.38
C7 -0.62427 -0.35257 0.68411  -0.15
H1 -0.53853 1.77293 -1.28177  0.23
H2 -0.61632 2.48973 0.54320  0.28
H3 -2.39235 0.51898 0.47530  0.38
H4 -1.52922 -2.27092 0.64602  0.49
H5 1.52889 -1.32171 1.57357  0.36
H6 2.64740 -0.53291 -0.93630  0.27
H7 0.72225 0.25213 -1.94254  0.53
H8 1.74022 1.38872 0.26646  0.60
H9 -0.66715 -0.10236 1.79431  0.58
N1 1.60946 -0.95846 -0.70366  -0.45
O1 -1.57692 -0.96924 -1.03883  -0.42

Output
Frontier orbital gap: 5.57 eV
E_HOMO: -5.845 eV
ΔE to the lowest compared entry with this formula, charge and spin: 18.899 eV

---

Density functional theory data (ωB97M-V/def2-TZVPD) for a molecular structure, C7H9NO in a non-equilibrium geometry.

Each line ends with the Mulliken charge.
Positions of all 18 atoms, in Å:
C1 0.56824 1.87384 -0.29027  -0.05
C2 1.07188 0.95395 -1.02466  -0.76
C3 -1.81086 -0.25792 0.00372  0.31
C4 -0.34900 1.49519 0.82568  -0.73
C5 -0.97651 -1.40984 -0.75854  -0.51
C6 0.15262 -0.69527 -0.10986  0.72
C7 1.27219 -1.47920 0.52754  -1.69
N1 -0.67422 0.17127 0.65742  0.02
O1 -2.93284 0.13307 0.01317  -0.57
H1 0.65908 2.92662 -0.45242  0.43
H2 1.87062 0.93121 -1.74447  0.39
H3 0.10852 1.80043 1.71880  0.31
H4 -1.28443 2.02023 0.79804  0.38
H5 -1.36502 -2.45967 -0.54483  0.27
H6 -0.95460 -1.23859 -1.78159  0.27
H7 1.76709 -0.71313 1.07911  0.40
H8 1.90502 -1.92640 -0.20332  0.34
H9 0.97220 -2.12581 1.28649  0.45

Output
Frontier orbital gap: 9.97 eV
E_HOMO: -9.038 eV
ΔE to the lowest compared entry with this formula, charge and spin: 3.733 eV